Entry 1:
The following is a DFT calculation (ωB97M-V/def2-TZVPD) of a structure of composition C50H40F15GeN10O2S2W in a non-equilibrium geometry.

The spin multiplicity is 3. Its energy relative to the best compared isomer or geometry (same formula, charge and spin) is 76.91 kJ/mol. As for the expectation value of S²: 2.02. The HOMO-LUMO gap (alpha / beta) is 6.24 / 6.89 eV. The net charge is +3.

Geometry as XYZ:
```
121
Properties=species:S:1:pos:R:3:forces:R:3:lowdin_charge:R:1
W 0.296283 0.077749 0.395801 0.900 1.029 1.054 1.56
C -5.353570 3.624214 -2.089190 0.121 -0.082 0.028 -0.01
C -4.384485 2.736662 -1.349493 -0.019 0.063 -0.117 -0.23
C -4.519862 2.469932 0.001099 -0.157 -0.070 0.014 0.05
C -3.628456 1.630252 0.694250 -0.320 -0.028 0.300 -0.09
C -3.970913 1.311314 2.059891 0.031 0.220 -0.275 0.07
N -3.663579 0.265424 2.755264 -0.014 -0.444 -0.090 0.14
C -2.988726 -0.961411 2.293218 -0.260 -0.024 -0.086 -0.13
C -3.433019 -2.206388 3.049320 0.021 0.235 -0.199 -0.12
C -2.917722 -3.470335 2.347982 0.036 -0.004 -0.059 -0.08
N -1.501009 -3.342187 1.960342 -0.355 0.184 -0.040 0.12
C -0.493190 -3.964335 2.468287 0.378 -0.089 0.114 0.05
C 0.888742 -3.688041 2.156252 -0.366 -0.308 0.152 -0.11
C 1.883172 -4.480777 2.753699 -0.060 -0.085 0.071 0.06
C 3.231426 -4.242453 2.565530 0.173 -0.005 -0.031 -0.22
C 4.284370 -5.124214 3.189403 -0.117 0.047 -0.119 -0.02
C 3.574134 -3.162436 1.746532 0.194 -0.161 0.161 0.07
C 2.625846 -2.327837 1.169370 0.234 0.430 -0.291 -0.13
C 3.070783 -1.231770 0.300169 0.144 -0.651 0.283 -0.04
N 2.351269 -0.285984 -0.178511 0.099 0.184 -0.070 -0.11
C 3.001324 0.629767 -1.144726 -0.079 -0.021 -0.126 -0.15
C 2.158422 0.867748 -2.424983 -0.047 -0.091 0.147 -0.13
C 0.937417 -0.037309 -2.591991 0.119 0.196 0.139 -0.17
N -0.125314 0.346056 -1.634660 0.238 -0.091 -0.322 -0.13
C -1.162787 0.939055 -2.097582 -0.678 0.153 0.003 -0.05
C -2.319256 1.422338 -1.337641 0.253 -0.192 -0.362 -0.14
C -3.294059 2.157530 -2.004295 -0.093 0.175 -0.115 0.06
C -2.478002 1.174661 0.034366 0.280 -0.050 -0.357 -0.29
O -1.521295 0.596462 0.710996 -0.660 0.168 0.547 -0.26
C 1.269832 -2.594025 1.373442 0.001 0.223 -0.206 -0.32
O 0.359247 -1.815831 0.821838 -0.055 -0.556 -0.401 -0.34
H -6.252374 3.809457 -1.504685 0.010 -0.014 -0.007 0.09
H -5.646212 3.177224 -3.038962 -0.019 -0.012 0.022 0.10
H -4.892625 4.587907 -2.312781 -0.010 0.000 0.015 0.09
H -5.367636 2.882762 0.539693 0.019 -0.012 -0.034 0.14
H -4.628116 2.011464 2.570475 0.083 0.025 0.012 0.17
H -4.002177 0.251130 3.713549 -0.019 0.050 -0.148 0.15
H -1.919099 -0.820803 2.418881 0.109 0.046 0.006 0.09
H -3.206242 -1.071572 1.230616 -0.002 0.099 -0.066 0.12
H -4.522306 -2.270631 3.099415 -0.027 -0.057 -0.059 0.15
H -3.050887 -2.167130 4.068136 -0.328 -0.005 -1.087 0.05
H -3.486018 -3.651202 1.434946 0.051 -0.042 -0.050 0.13
H -3.032401 -4.336539 2.997207 0.064 -0.051 -0.004 0.14
H -1.285516 -2.659627 1.232419 0.001 -0.020 0.015 0.10
H -0.712696 -4.738357 3.201930 0.037 0.071 0.011 0.16
H 1.572827 -5.305264 3.388967 0.019 0.021 -0.023 0.15
H 3.977795 -5.463517 4.177595 0.012 0.026 0.005 0.09
H 5.235431 -4.603009 3.279372 -0.015 0.010 0.027 0.09
H 4.449953 -6.010841 2.574991 0.005 0.007 0.000 0.10
H 4.625096 -2.955326 1.566590 -0.027 -0.020 0.015 0.14
H 4.125552 -1.260296 0.024044 -0.025 -0.075 -0.048 0.15
H 3.967937 0.211149 -1.417945 0.033 -0.058 0.010 0.12
H 3.196055 1.575384 -0.644351 -0.047 0.034 0.064 0.11
H 2.806274 0.711459 -3.286589 -0.018 0.029 -0.030 0.13
H 1.815949 1.902052 -2.465625 0.048 0.035 0.007 0.11
H 1.202805 -1.078887 -2.415096 -0.106 -0.083 0.016 0.12
H 0.553124 0.040989 -3.607886 -0.020 0.026 -0.033 0.13
H -1.210047 1.110031 -3.173653 -0.054 -0.010 0.020 0.15
H -3.180796 2.320163 -3.073215 -0.003 0.017 0.047 0.15
N -1.015709 -5.592717 -2.239531 -0.105 0.146 0.075 0.16
C -1.638757 -4.422595 -1.976993 0.048 -0.226 -0.065 -0.36
C -0.952017 -3.302517 -1.457188 0.172 -0.007 0.077 -0.09
N -1.571034 -2.176040 -1.159734 -0.312 -0.131 -0.049 0.04
C -2.887486 -2.121102 -1.415299 -0.025 0.121 0.023 -0.15
C -3.557633 -3.211791 -1.941220 0.016 -0.150 -0.047 -0.10
N -2.951025 -4.362951 -2.203431 -0.091 0.128 0.005 0.15
H -0.028863 -5.719094 -2.115425 0.013 0.028 -0.057 0.11
H -1.553442 -6.334443 -2.656271 0.019 -0.015 -0.015 0.12
H 0.120068 -3.350950 -1.282664 -0.034 -0.014 0.053 0.11
H -3.406553 -1.188882 -1.222150 0.023 -0.039 0.028 0.09
H -4.619833 -3.161985 -2.153720 0.010 -0.011 0.009 0.12
C -1.784335 5.702412 -0.041314 0.017 -0.037 -0.065 -0.07
C -0.732562 5.068467 -0.962410 -0.092 0.009 0.215 -0.21
C 0.135889 4.101937 -0.220490 -0.062 0.233 -0.015 -0.55
N 0.017855 2.829236 -0.268256 0.253 0.073 0.172 0.02
N 0.928743 2.166262 0.544627 -0.354 -0.163 -0.780 -0.18
C 1.723479 2.991502 1.208825 0.149 -0.246 0.008 -0.70
N 2.701401 2.609861 2.022405 0.209 -0.012 -0.084 0.13
S 1.399733 4.639308 0.851099 0.018 0.203 -0.017 1.21
H -2.358901 6.447286 -0.589816 0.003 -0.019 -0.006 0.09
H -1.320690 6.200396 0.810711 -0.030 -0.014 -0.043 0.07
H -2.471932 4.941855 0.336745 0.046 0.030 0.023 0.07
H -0.109708 5.849319 -1.400396 0.022 -0.035 -0.067 0.12
H -1.217078 4.523089 -1.773204 0.063 0.008 -0.028 0.11
H 2.695016 1.653074 2.357623 -0.084 0.020 0.159 0.01
H 3.237168 3.288240 2.538528 -0.008 0.022 0.000 0.12
F 0.118650 -2.532573 4.866667 -0.022 0.049 0.030 0.10
C -1.084367 -2.063781 5.236016 0.179 0.175 0.085 -0.25
C -1.333660 -0.700272 5.182089 -0.063 -0.156 0.134 -0.12
C -2.604561 -0.303191 5.573777 0.247 -0.162 0.159 -0.22
F -2.983707 0.984467 5.485272 0.023 0.044 0.098 0.10
C -3.557914 -1.198241 6.034340 -0.042 0.132 0.337 -0.15
F -4.764023 -0.775679 6.386014 0.008 0.013 -0.069 0.16
C -3.256349 -2.547946 6.088040 0.019 -0.190 0.701 -0.15
F -4.161229 -3.414456 6.496001 -0.001 0.023 -0.102 0.19
C -2.014130 -2.987510 5.662269 0.134 -0.161 0.507 -0.16
F -1.737081 -4.289140 5.634065 -0.001 0.003 -0.007 0.15
Ge 0.175094 0.500595 4.786136 -0.053 0.359 -0.227 0.78
S 1.008682 0.126043 2.794929 0.250 -0.485 0.235 0.44
C 1.622237 0.155238 6.041082 0.082 -0.058 0.021 -0.14
C 1.537015 -0.693741 7.136336 -0.013 0.068 -0.047 -0.21
F 0.374459 -1.272016 7.463427 -0.081 -0.020 -0.053 0.11
C 2.622530 -0.979056 7.941889 -0.046 -0.122 0.095 -0.13
F 2.500435 -1.808942 8.964945 -0.021 0.005 -0.003 0.16
C 3.848048 -0.402263 7.663395 0.193 -0.021 0.096 -0.12
F 4.898162 -0.688639 8.405077 -0.038 0.033 0.002 0.18
C 3.967833 0.479305 6.603333 0.114 0.040 -0.044 -0.13
F 5.135574 1.048738 6.334953 -0.053 0.008 0.008 0.15
C 2.859691 0.744902 5.827693 -0.051 0.030 -0.047 -0.22
F 3.014819 1.633723 4.826119 -0.076 0.004 -0.125 0.06
C -0.425217 2.343522 4.984450 -0.162 0.090 0.034 -0.14
C -0.735347 3.207738 3.947278 0.022 -0.058 0.050 -0.21
F -0.650991 2.812841 2.657641 -0.142 -0.030 0.175 0.04
C -1.167914 4.499909 4.166847 0.016 0.027 -0.121 -0.13
F -1.433974 5.303353 3.133373 -0.020 -0.050 0.070 0.12
C -1.331473 4.954898 5.462562 -0.085 0.252 0.029 -0.12
F -1.753377 6.185502 5.679058 0.018 -0.060 -0.019 0.18
C -1.063178 4.113226 6.528749 0.003 0.063 0.180 -0.13
F -1.244071 4.537881 7.766104 0.033 -0.030 -0.036 0.17
C -0.613622 2.833247 6.270818 0.072 -0.047 -0.098 -0.22
F -0.376814 2.030834 7.313491 -0.041 -0.064 -0.003 0.12
```
Forces are in eV/Å.

***

Entry 2:
The following is a DFT calculation (ωB97M-V/def2-TZVPD) of a cluster of 10 separate species, C20H40Br20 in total in a non-equilibrium geometry.

Its energy relative to the best compared isomer or geometry (same formula, charge and spin) is 316.87 kJ/mol. The HOMO-LUMO gap is 10.13 eV. The net charge is 0. Its SMILES is BrCCBr.BrCCBr.BrCCBr.BrCCBr.BrCCBr.BrCCBr.BrCCBr.BrCCBr.BrCCBr.BrCCBr.

Geometry as XYZ:
```
80
Properties=species:S:1:pos:R:3:forces:R:3:lowdin_charge:R:1
Br -26.005460 -20.011800 18.314800 0.459 1.504 -0.374 0.53
C -25.727490 -18.055220 17.874510 0.006 0.228 -1.618 -0.63
C -24.437080 -17.734110 17.023860 0.082 -0.649 1.775 -0.66
Br -24.245970 -15.808010 16.738250 -0.318 -0.315 0.009 0.59
H -25.852000 -17.453210 18.774620 0.647 -0.401 0.133 0.05
H -26.566040 -17.751760 17.247740 -0.196 -0.470 0.040 0.04
H -24.315000 -18.239380 16.065790 -0.641 0.108 0.115 0.05
H -23.559520 -17.991640 17.616880 -0.034 0.009 -0.054 0.04
Br -20.408720 -21.547750 12.552720 0.136 0.446 -0.204 0.61
C -20.187650 -19.609750 12.723030 -0.720 0.735 0.364 -0.70
C -21.211230 -18.870360 11.868310 -0.529 -0.106 -0.123 -0.66
Br -21.049650 -16.870130 12.039690 0.166 -1.273 -0.204 0.55
H -19.171900 -19.291300 12.488620 -0.089 -0.391 -0.020 0.06
H -20.422280 -19.409920 13.768550 0.344 0.011 -0.059 0.05
H -22.242470 -19.059540 12.166440 0.224 -0.021 0.390 0.04
H -21.192930 -19.205730 10.831350 0.473 0.605 -0.119 0.05
Br -14.320810 -16.029840 15.947340 -0.724 -0.248 0.699 0.54
C -15.836890 -16.394300 17.239320 -0.242 -0.283 -1.579 -0.61
C -16.992320 -17.035130 16.405110 0.222 0.133 0.770 -0.63
Br -18.233330 -18.012880 17.673530 0.691 0.666 -0.839 0.53
H -16.078250 -15.395310 17.602460 -0.117 -0.381 0.157 0.05
H -15.463340 -17.066000 18.012220 0.016 0.221 -0.216 0.04
H -16.663940 -17.751720 15.652270 0.198 -0.192 0.536 0.04
H -17.577680 -16.302480 15.849520 -0.070 0.093 0.451 0.05
Br -26.596720 -26.177110 15.308790 -0.775 0.174 1.360 0.52
C -27.541020 -26.283130 17.128880 0.415 -1.169 -0.551 -0.61
C -28.850380 -27.019880 16.921580 -0.355 0.729 0.103 -0.69
Br -29.644440 -27.577720 18.655690 0.400 0.303 -0.545 0.58
H -27.759290 -25.291920 17.526330 0.511 -0.056 -0.248 0.06
H -26.862090 -26.867510 17.749870 0.088 0.385 -0.082 0.05
H -28.838200 -27.916060 16.301240 0.230 0.296 0.129 0.05
H -29.497480 -26.236960 16.526100 -0.516 -0.645 -0.160 0.05
Br -33.832700 -15.821250 17.933530 0.063 -0.265 -1.409 0.51
C -33.416580 -16.409810 16.039860 1.416 -0.327 1.168 -0.59
C -32.055390 -17.239620 16.052610 -1.774 0.329 -0.189 -0.62
Br -32.111220 -18.895870 17.207180 0.021 1.238 -1.019 0.52
H -33.283900 -15.514720 15.432140 0.310 0.156 0.352 0.05
H -34.285090 -16.897040 15.596700 0.196 -0.481 0.569 0.05
H -31.193910 -16.644240 16.355020 -0.340 -0.078 0.330 0.05
H -31.907170 -17.506080 15.006130 0.145 -0.572 0.168 0.05
Br -27.979060 -20.638850 13.102030 -0.599 -0.519 -0.415 0.57
C -29.420070 -21.886410 12.601860 -0.781 -0.210 0.565 -0.70
C -29.937460 -21.803880 11.193610 0.549 0.704 -0.552 -0.67
Br -30.852170 -20.096590 10.778910 0.399 -0.532 0.177 0.56
H -30.241530 -21.730530 13.301140 0.228 0.216 0.115 0.05
H -29.072380 -22.907130 12.761030 0.363 0.146 0.039 0.06
H -30.673730 -22.567320 10.942260 0.118 -0.013 0.381 0.06
H -29.082720 -21.904970 10.524800 -0.272 0.221 -0.280 0.05
Br -28.691320 -13.577950 14.384760 -0.179 0.804 1.054 0.55
C -29.177030 -12.233890 15.807800 -1.298 -0.067 0.057 -0.65
C -28.137540 -11.165630 15.903460 0.712 -0.164 -0.057 -0.69
Br -28.514100 -9.721030 17.229640 -0.076 -0.877 -0.735 0.57
H -29.354690 -12.714500 16.769860 0.352 -0.431 -0.254 0.06
H -30.148420 -11.839650 15.509350 0.149 -0.033 -0.258 0.05
H -27.997550 -10.717330 14.919830 0.168 0.256 0.340 0.05
H -27.230740 -11.657510 16.255390 0.172 0.488 -0.124 0.05
Br -25.623060 -21.202700 23.472210 0.070 -0.891 -0.235 0.57
C -25.190670 -23.104750 23.068310 -0.220 -0.223 -0.185 -0.68
C -26.454570 -23.921020 22.815960 0.133 0.119 0.551 -0.65
Br -25.971830 -25.865440 22.627250 -0.251 1.194 -0.126 0.55
H -24.604430 -23.480260 23.907000 -0.123 0.139 -0.142 0.05
H -24.612790 -23.122790 22.144280 0.193 0.269 0.288 0.05
H -26.952230 -23.526920 21.929890 0.024 -0.558 -0.087 0.06
H -27.152400 -23.891700 23.652790 0.169 -0.040 -0.084 0.05
Br -22.418410 -8.532680 14.458570 0.238 -0.246 0.090 0.60
C -20.749400 -9.525210 14.163520 0.961 2.248 0.030 -0.75
C -20.529410 -10.561600 15.204620 -0.533 -1.785 -1.283 -0.64
Br -18.752490 -11.398660 14.742410 -0.972 0.358 0.533 0.57
H -19.930110 -8.810300 14.239470 -0.280 0.407 -0.037 0.04
H -20.763330 -9.798690 13.108480 -0.155 -0.747 0.434 0.06
H -21.303950 -11.283270 14.945030 0.346 -0.692 0.634 0.05
H -20.602740 -10.329670 16.267140 0.386 0.434 -0.386 0.07
Br -22.994350 -15.230000 22.318700 0.132 0.549 -0.360 0.59
C -22.601140 -13.670610 21.165130 0.271 0.350 0.386 -0.66
C -23.846210 -12.796130 21.061700 -0.704 -1.722 0.405 -0.78
Br -23.648360 -11.305850 19.917940 0.276 0.596 -0.540 0.66
H -22.266110 -14.073590 20.209380 -0.379 0.042 0.024 0.05
H -21.750010 -13.141020 21.593140 -0.158 -0.109 0.213 0.05
H -24.280190 -12.447510 21.998840 0.649 0.015 0.138 0.06
H -24.618890 -13.451350 20.659530 -0.099 0.257 -0.319 0.04
```
Forces are in eV/Å.

***

Entry 3:
The following is a DFT calculation (ωB97M-V/def2-TZVPD) of the ion C3H5N3O with charge +2 in a non-equilibrium geometry.

Its energy relative to the best compared isomer or geometry (same formula, charge and spin) is 504.17 kJ/mol. The HOMO-LUMO gap (alpha / beta) is 7.75 / 7.21 eV. The net charge is +2.

Geometry as XYZ:
```
12
Properties=species:S:1:pos:R:3:forces:R:3:lowdin_charge:R:1
C 0.890454 1.598979 -0.064402 1.615 -2.509 0.078 0.10
C -0.784334 -0.077680 -0.015059 2.258 1.091 0.788 0.07
C -1.362355 -1.263115 0.022384 -3.125 -3.469 -0.769 0.04
N 1.903618 0.712985 0.046897 -0.493 2.029 -0.233 0.30
N -0.369452 1.114891 0.065418 0.242 -1.230 -0.616 0.17
N 2.116933 -0.410681 0.039205 0.814 -0.489 -0.187 0.02
O 2.590485 -1.435526 0.050916 0.106 -1.130 0.113 0.42
H 1.075442 2.608085 -0.021505 0.581 2.211 0.037 0.16
H -0.925406 -2.281560 -0.266382 0.141 1.396 0.194 0.18
H -2.007378 -0.948449 -0.884278 -0.007 -0.665 0.046 0.22
H -2.164642 -1.466281 0.781589 0.542 0.411 -0.105 0.17
H -0.963370 1.848356 0.245212 -2.672 2.352 0.654 0.18
```
Forces are in eV/Å.